{"formula": "C35H51GaNP2", "method": "ωB97M-V/def2-TZVPD", "elements": ["Ga", "C", "C", "C", "C", "C", "C", "H", "H", "H", "C", "H", "H", "H", "C", "H", "H", "H", "C", "H", "H", "H", "C", "H", "H", "H", "C", "C", "C", "C", "C", "C", "C", "C", "H", "H", "H", "H", "H", "H", "H", "H", "H", "H", "H", "H", "P", "C", "C", "P", "C", "C", "C", "H", "H", "H", "H", "H", "H", "H", "H", "H", "H", "H", "H", "H", "H", "C", "C", "C", "C", "C", "C", "N", "C", "C", "C", "C", "C", "C", "H", "H", "H", "H", "H", "H", "H", "H", "H", "H"], "positions_angstrom": [[-2.5471, 2.4230, -1.3835], [2.0462, 1.3168, -0.4762], [1.3025, 2.2163, 0.3571], [1.5401, 0.2149, 1.4487], [2.1726, 0.0769, 0.1871], [0.9773, 1.5304, 1.5497], [2.6768, 1.6481, -1.7676], [2.0812, 2.3799, -2.3260], [2.7611, 0.7537, -2.4052], [3.6919, 2.0701, -1.6606], [2.7607, -1.1832, -0.2863], [3.2593, -1.0285, -1.2262], [2.0510, -2.0053, -0.3445], [3.5383, -1.4846, 0.3990], [1.4361, -0.8782, 2.4708], [2.4593, -1.1821, 2.7350], [0.9362, -1.7778, 2.0603], [0.8906, -0.5538, 3.3788], [0.3321, 2.1391, 2.7309], [1.0477, 2.5824, 3.4481], [-0.2668, 1.3864, 3.2541], [-0.3667, 2.9203, 2.4208], [1.1246, 3.6497, 0.0827], [1.9433, 4.2971, 0.4602], [0.1859, 4.0101, 0.5286], [1.0191, 3.8387, -0.9989], [-4.5482, 0.1553, -3.9559], [-3.7335, 1.1453, -4.4123], [-4.2608, 2.5459, -4.6081], [-5.0857, 2.9519, -3.4705], [-4.6286, 2.3887, -2.1213], [-5.3997, 1.4766, -1.4973], [-6.2761, 0.4814, -2.2365], [-5.9711, 0.3473, -3.6987], [-4.7752, 2.7669, -5.5640], [-6.1234, 2.7805, -3.7070], [-3.3677, 3.1504, -4.7252], [-6.4750, 1.0980, -4.3072], [-4.2421, -0.8837, -4.1110], [-2.9836, 0.8615, -5.1813], [-6.5363, -0.5013, -4.1098], [-6.0763, -0.4917, -1.7672], [-5.6907, 1.4135, -0.4309], [-7.3678, 0.6673, -2.1743], [-5.0660, 4.0535, -3.4606], [-3.9996, 3.1154, -1.5447], [-1.6131, -0.4375, -2.8004], [-1.6557, -1.5012, -4.3261], [-1.4146, 1.5360, -3.5713], [-3.4702, 0.1612, 0.2362], [-3.2618, -0.3873, -1.7120], [-3.7152, 2.0609, 0.8720], [-4.4924, -1.1172, 1.1330], [-1.5217, -2.5188, -3.8789], [-0.7086, -1.1901, -4.8401], [-2.5266, -1.4256, -5.0357], [-2.2788, 2.2590, -3.4881], [-1.2362, 1.4679, -4.6649], [-0.5527, 1.9676, -3.0995], [-5.4938, -1.3318, 0.7019], [-4.6027, -0.7639, 2.1819], [-3.8391, -2.0296, 1.1570], [-3.9539, -1.2255, -1.9044], [-3.9725, 0.2101, -2.3703], [-3.4185, 1.9735, 1.8967], [-4.6925, 2.4907, 0.7210], [-2.9452, 2.8301, 0.3828], [-3.6591, -4.5240, 0.8655], [-3.0501, -4.0500, -0.3072], [-1.7157, -3.6934, -0.2844], [-0.9565, -3.8271, 0.9012], [-1.6204, -4.2032, 2.0967], [-2.9507, -4.5760, 2.0714], [0.3904, -3.5652, 0.8921], [1.2959, -4.5578, 0.9335], [2.5740, -4.3799, 1.5200], [3.5289, -5.3815, 1.5350], [3.2372, -6.6311, 0.9495], [1.9941, -6.8230, 0.3269], [1.0382, -5.8187, 0.3359], [-4.6834, -4.8917, 0.8171], [-3.6249, -3.9874, -1.2423], [-1.2376, -3.2700, -1.1631], [-1.0565, -4.2314, 3.0217], [-3.4367, -4.9516, 2.9812], [2.7916, -3.4357, 1.9954], [4.5002, -5.2351, 2.0525], [3.9675, -7.4504, 1.0230], [1.7897, -7.8017, -0.1483], [0.1097, -5.9786, -0.1792]], "forces_ev_per_angstrom": [[4.328, -1.186, -0.123], [0.873, -2.346, 0.387], [-0.480, -0.796, 2.529], [-0.458, -0.468, -0.067], [-0.770, 1.544, -0.219], [0.625, 1.539, -1.876], [0.046, 0.002, -0.864], [0.140, -0.010, 0.031], [0.056, 0.280, 0.212], [-0.335, -0.100, 0.061], [0.443, -0.093, 0.009], [0.097, -0.171, -0.591], [-0.139, 0.001, -0.145], [0.399, -0.344, 0.324], [-0.140, 0.275, 0.034], [-0.206, -0.022, 0.195], [0.232, 0.513, 0.070], [0.428, -0.158, -0.440], [-0.397, -0.044, 0.488], [-0.282, -0.184, -0.240], [0.093, 0.129, 0.176], [0.100, 0.111, 0.089], [-0.589, 0.926, -0.371], [-0.328, -0.387, -0.164], [0.266, 0.063, 0.070], [0.196, 0.016, 0.283], [1.350, 0.742, -3.236], [-2.763, -1.972, -3.739], [1.533, -0.561, -1.320], [0.070, 1.827, 0.536], [-2.568, 1.474, 0.005], [-2.329, 0.286, 0.587], [-0.390, 0.189, -0.003], [-1.803, -0.694, -0.511], [0.045, -0.746, 0.257], [-0.202, -0.326, 0.656], [0.194, 0.615, 0.208], [0.595, 0.418, 0.168], [0.049, 0.381, 0.270], [-0.208, 0.071, 1.239], [0.415, -0.432, 0.479], [-0.256, 0.148, 0.222], [1.095, 0.185, -0.699], [0.582, 0.179, 0.686], [0.142, -0.146, 0.626], [-3.375, 0.891, -0.177], [0.819, 2.047, 1.506], [-0.660, 0.266, -0.012], [-0.594, -1.220, -0.392], [3.122, -0.566, -0.213], [-1.956, 0.989, -0.715], [0.458, -0.343, -1.843], [-0.187, 0.258, 0.023], [-0.190, 0.657, -0.772], [-0.798, -0.416, 0.409], [0.975, -0.274, 0.700], [1.304, -0.909, -0.251], [0.131, -0.196, 0.698], [0.516, 0.020, 0.396], [0.622, 0.066, 0.292], [0.028, -0.157, -0.680], [-0.705, 0.872, -0.188], [1.002, -0.790, 0.816], [1.585, -0.162, 1.371], [0.071, -0.106, 0.587], [-0.334, 0.186, 0.313], [-1.470, -1.530, 2.011], [-0.142, -0.228, -0.247], [-0.429, -0.307, 0.423], [0.402, 0.357, 0.368], [-1.364, -0.472, -0.351], [0.712, 0.017, -0.530], [-0.488, -0.088, -0.387], [0.858, 0.618, 0.697], [-0.064, -0.786, -0.301], [0.462, 0.342, -0.007], [0.084, -0.460, 0.196], [0.060, 0.222, 0.234], [0.192, -0.457, 0.017], [0.427, -0.560, 0.003], [0.175, 0.191, 0.100], [0.271, -0.040, 0.467], [0.087, -0.210, 0.050], [0.043, -0.068, -0.069], [0.223, 0.267, -0.424], [-0.040, 0.123, 0.001], [-0.837, -0.011, -0.472], [-0.410, 0.469, -0.201], [0.016, 0.784, 0.301], [-0.351, -0.014, -0.033]], "charge": 1, "e_lumo_ev": [-3.8, -3.8], "homo_ev": [-8.834, -8.721], "homo_lumo_gap_ev": [5.06, 4.95]}


{"formula": "C9H14Si", "method": "ωB97M-V/def2-TZVPD", "elements": ["C", "C", "C", "C", "C", "C", "C", "C", "C", "Si", "H", "H", "H", "H", "H", "H", "H", "H", "H", "H", "H", "H", "H", "H"], "positions_angstrom": [[-1.1634, 1.3198, 2.3036], [2.3318, 0.4043, 1.4141], [1.5092, 2.6574, -2.3629], [-1.3139, 0.4789, 1.0411], [1.8192, -0.3699, 0.5114], [1.2388, 3.0353, -1.2451], [-0.7748, -2.8465, -1.0202], [-1.8715, -1.9004, -1.3093], [-0.4283, -1.4288, -1.2864], [-0.0656, -0.3339, 0.1692], [-0.9474, 2.2339, 1.8423], [-2.1091, 1.4047, 2.7153], [3.4457, 0.3559, 1.6866], [1.7540, 0.9578, 2.1271], [1.3595, 2.1645, -3.3012], [-0.4756, 1.0640, 3.0420], [-2.2639, 0.2794, 0.6541], [2.4323, -1.0981, -0.0223], [1.3764, 3.2497, -0.2011], [-0.6577, -3.2891, 0.0883], [-0.3641, -3.4923, -1.9124], [-2.4319, -1.9620, -2.1893], [-2.4080, -1.5162, -0.4878], [0.0082, -1.3683, -2.2572]], "forces_ev_per_angstrom": [[-0.952, -1.346, -2.888], [3.864, 1.118, 2.976], [-1.332, -0.128, 0.598], [-0.703, 1.397, 2.988], [-3.707, -1.392, -1.902], [1.260, -0.355, -0.250], [1.281, -3.168, 0.969], [0.889, -0.094, 0.234], [-0.734, 0.847, 0.645], [5.850, -2.543, -2.577], [0.726, 2.095, -0.031], [-1.846, 0.318, 1.135], [-1.624, 0.142, -0.488], [-0.307, 0.570, 0.008], [0.444, 0.303, -0.039], [1.444, -0.681, 0.875], [-1.608, 0.135, -0.215], [-0.210, 0.335, -0.201], [-0.374, 0.160, -0.308], [-0.206, 0.904, -2.832], [-1.245, 0.789, 2.135], [-0.557, -0.080, -1.285], [-0.848, -0.046, 0.847], [0.494, 0.719, -0.396]], "s2": 2.0148, "charge": 0, "e_lumo_ev": [0.9, -1.5], "homo_ev": [-4.736, -9.761], "homo_lumo_gap_ev": [5.59, 8.22], "multiplicity": 3}


{"formula": "C47H48N13O3SSeV", "method": "ωB97M-V/def2-TZVPD", "elements": ["V", "C", "C", "N", "C", "C", "N", "C", "C", "C", "C", "C", "N", "C", "C", "N", "C", "C", "N", "C", "C", "C", "N", "C", "C", "H", "H", "H", "H", "H", "H", "H", "H", "H", "H", "H", "H", "C", "C", "C", "C", "N", "C", "Se", "N", "C", "C", "C", "C", "C", "C", "C", "C", "C", "C", "H", "H", "H", "H", "H", "H", "H", "H", "H", "H", "H", "H", "H", "H", "H", "H", "H", "H", "H", "H", "H", "H", "C", "C", "C", "C", "N", "N", "C", "H", "H", "H", "H", "H", "H", "H", "H", "O", "S", "O", "O", "C", "N", "C", "C", "C", "N", "C", "C", "C", "N", "C", "C", "H", "H", "H", "H", "H", "H"], "positions_angstrom": [[11.8109, 11.5223, 17.2358], [11.8096, 7.7686, 14.7960], [11.2607, 8.6508, 15.7030], [12.0970, 9.3661, 16.5047], [13.4221, 9.1702, 16.4346], [13.8893, 8.2532, 15.5098], [13.1284, 7.5061, 14.7487], [14.2266, 9.9727, 17.4526], [15.5083, 9.6566, 17.7574], [16.0448, 10.2372, 18.9174], [15.2688, 11.1348, 19.6432], [13.9999, 11.4463, 19.1738], [13.5480, 10.8854, 18.0777], [13.0281, 12.3138, 19.8660], [13.2994, 13.2821, 20.7908], [12.3990, 14.1731, 21.2921], [11.1767, 14.0386, 20.8188], [10.8844, 13.0419, 19.9298], [11.7531, 12.2215, 19.4221], [17.4408, 9.8752, 19.2983], [18.3053, 10.8846, 19.6260], [19.6237, 10.5015, 19.8840], [20.0320, 9.2162, 19.9125], [19.1754, 8.2568, 19.5331], [17.8600, 8.5478, 19.1365], [11.1402, 7.1698, 14.1706], [10.1798, 8.8355, 15.8202], [14.9649, 8.1493, 15.4519], [16.0323, 8.8325, 17.3528], [15.6544, 11.5054, 20.5457], [14.3248, 13.4877, 21.0825], [10.3996, 14.6310, 21.2942], [9.9155, 13.0232, 19.4800], [18.0361, 11.9269, 19.6605], [20.3244, 11.2414, 20.1622], [19.5071, 7.1984, 19.4750], [17.1748, 7.7494, 18.8974], [10.2555, 20.9885, 22.8511], [11.5055, 20.1331, 22.7799], [12.4577, 20.5830, 21.6489], [12.3080, 19.8853, 20.3158], [10.9486, 19.8560, 19.8370], [10.1770, 18.7134, 19.8505], [10.7352, 17.0082, 20.1293], [8.9292, 19.0838, 19.5125], [7.7061, 18.3037, 19.4358], [6.7958, 18.6272, 20.7123], [7.3184, 18.2585, 22.0584], [7.1685, 16.8027, 22.3571], [8.8962, 20.4718, 19.3588], [7.8461, 21.2709, 18.9314], [8.1617, 22.6206, 18.6841], [9.4341, 23.0965, 18.8252], [10.4690, 22.2905, 19.2991], [10.1899, 20.9609, 19.5386], [9.6211, 20.7179, 23.7019], [9.5822, 20.8530, 21.9954], [10.4552, 22.0212, 22.8984], [11.2555, 19.0765, 22.6982], [12.0207, 20.2566, 23.7596], [13.5246, 20.4408, 21.9218], [12.3618, 21.7013, 21.5091], [12.6597, 18.8618, 20.4310], [12.8834, 20.4510, 19.5306], [7.9539, 17.2427, 19.2985], [7.1660, 18.7073, 18.6002], [5.8456, 18.1445, 20.5033], [6.5185, 19.6843, 20.6001], [6.8914, 18.9105, 22.8105], [8.4033, 18.4662, 22.1064], [6.0881, 16.5005, 22.3445], [7.5193, 16.6646, 23.3918], [7.7380, 16.2407, 21.6455], [6.8333, 20.8767, 18.8330], [7.3861, 23.3766, 18.4533], [9.5456, 24.1452, 18.7017], [11.4977, 22.6691, 19.4414], [6.3923, 12.8026, 16.1026], [7.8165, 13.1941, 16.3126], [8.5254, 14.3886, 16.3735], [9.8673, 14.0537, 16.6381], [10.0213, 12.7539, 16.6799], [8.7654, 12.2293, 16.4772], [10.9993, 15.0348, 16.7553], [5.8890, 13.4764, 15.4121], [5.8941, 12.8602, 17.0756], [6.3820, 11.7745, 15.6988], [8.1356, 15.3649, 16.3568], [8.6517, 11.2599, 16.2540], [11.8614, 14.5105, 17.1602], [10.8067, 15.9437, 17.3453], [11.2840, 15.3643, 15.7616], [8.9746, 15.6325, 9.9070], [9.3295, 14.3770, 9.2898], [8.8975, 13.1683, 9.9950], [9.1718, 14.3066, 7.8393], [11.1467, 14.4596, 9.7136], [11.9529, 15.2580, 9.0595], [13.1320, 15.4748, 9.6436], [13.4935, 14.9089, 10.8902], [12.6238, 13.9862, 11.4293], [11.4632, 13.7348, 10.8049], [12.8012, 13.3072, 12.7303], [13.8764, 13.4462, 13.6461], [13.7845, 12.8422, 14.8780], [12.7320, 12.1421, 15.2649], [11.8014, 11.8840, 14.3344], [11.7547, 12.4690, 13.1065], [13.7873, 16.2199, 9.1989], [14.3531, 15.2413, 11.3801], [14.7579, 13.9511, 13.4211], [14.5658, 13.0305, 15.6155], [11.0066, 11.2709, 14.6131], [10.9171, 12.3707, 12.4609]], "forces_ev_per_angstrom": [[-0.525, 0.507, -0.495], [-0.282, -1.201, 0.113], [0.895, 1.061, 0.730], [-0.910, 0.512, -0.235], [-1.160, 0.812, 0.365], [1.415, 0.069, 0.694], [-0.997, 0.575, -0.560], [-0.132, -2.274, -2.613], [0.293, 0.117, 1.876], [0.391, 0.005, -0.453], [-0.137, -0.481, -0.987], [0.899, 0.249, 1.389], [-1.163, 0.676, 0.153], [-0.717, 0.305, -0.340], [0.786, 1.613, 0.759], [0.828, -1.099, -0.611], [0.210, 0.090, 2.106], [-1.519, 0.301, -1.184], [0.929, -0.833, -0.949], [-1.542, -0.484, -0.996], [1.424, -0.400, 0.294], [-0.918, -1.497, 0.260], [-0.218, 0.302, -0.422], [-0.472, 0.108, -0.541], [0.939, 0.552, 1.244], [0.417, 0.202, 0.059], [0.724, -0.178, -0.230], [0.089, -0.394, -0.276], [0.387, -0.446, -0.863], [0.268, 0.592, 1.118], [-0.036, -0.247, 0.166], [0.085, 0.129, -0.451], [-0.684, -0.210, 0.000], [-0.197, 0.097, -0.004], [0.882, 0.548, 0.184], [0.088, 0.953, 0.303], [-0.051, -0.015, -0.141], [-1.386, -1.480, -0.235], [0.691, 0.562, 0.488], [0.617, 1.284, 0.473], [0.659, 0.866, -0.727], [0.035, -1.461, 0.680], [0.025, 1.069, -0.507], [0.190, -0.421, 0.168], [-0.045, 0.672, 0.302], [-0.306, 0.216, 1.860], [-0.086, 0.240, -2.300], [1.256, 0.624, -0.142], [-1.442, -0.008, 1.413], [-0.609, 0.044, -0.843], [0.066, 0.682, 0.029], [-1.817, -0.449, 0.031], [0.788, -0.327, 0.957], [1.183, 0.422, -0.138], [-0.990, -0.191, -0.485], [0.274, 0.061, 0.123], [0.253, -0.037, -0.045], [0.464, 1.319, 0.183], [-0.002, -0.136, -0.123], [-0.121, -0.176, -0.665], [-0.567, -0.002, 0.054], [-0.024, -1.057, 0.191], [-0.056, 0.011, -0.435], [-0.138, -0.776, 0.742], [-0.081, 0.397, 0.116], [-0.253, -0.226, -0.663], [-0.239, -0.428, 0.120], [0.424, -0.084, 0.387], [-0.339, -0.062, 0.255], [-0.230, 0.179, -0.089], [0.899, 0.091, -0.139], [0.070, -0.497, -0.439], [0.319, -0.635, -0.239], [0.348, 0.269, -0.085], [0.354, -0.887, -0.053], [0.553, 0.664, -0.222], [-0.766, -0.105, -0.132], [0.418, -0.089, 0.083], [1.300, 0.156, -0.406], [-0.240, -1.225, 0.609], [-0.500, 1.732, -0.289], [-0.113, -1.709, 0.046], [0.056, 0.606, 0.247], [0.048, -0.392, -0.027], [0.060, -0.066, -0.014], [-0.162, -0.239, -0.236], [-0.350, 0.465, 0.251], [-0.412, 0.901, -0.193], [-0.007, -0.213, 0.103], [0.324, 0.122, 0.242], [-0.204, -0.593, 0.030], [0.022, 0.024, -0.296], [-0.376, 0.484, 0.318], [0.340, -1.331, -0.857], [0.114, 0.748, -0.216], [0.451, 0.194, 1.187], [-1.238, -1.769, 0.707], [1.299, 0.764, 0.002], [-0.184, -0.016, 0.924], [-0.995, 0.176, -1.417], [-0.522, 0.507, -1.044], [0.336, 0.507, 0.110], [0.405, -0.116, 0.458], [-1.771, -0.996, -0.785], [0.538, 0.889, 0.427], [-0.758, -1.286, 0.696], [0.521, 0.990, -0.194], [0.746, 0.263, 0.360], [-0.034, -0.243, -0.195], [1.345, 0.347, 0.625], [1.212, 1.007, -0.487], [-0.142, -0.182, -0.081], [-1.233, -1.006, 0.574], [-0.550, -0.250, -0.590]], "s2": 3.7584, "charge": 1, "e_lumo_ev": [-4.5, -4.8], "homo_ev": [-8.727, -8.727], "homo_lumo_gap_ev": [4.19, 3.94], "multiplicity": 4}